Molecular formula: C46H54CoN8O2S
Method: DFT, ωB97M-V with the def2-TZVPD basis set

Element x y z (Å)
1 Co 0.41899 0.26544 0.02863
2 C -4.31178 0.23937 -3.15398
3 C -3.09095 -0.64355 -2.85842
4 C -1.78815 0.08313 -3.20414
5 C -3.21077 -1.31592 -1.48630
6 C -4.08027 -2.40684 -1.47396
7 C -4.24998 -3.20330 -0.35799
8 C -3.48085 -2.94956 0.76381
9 C -2.59524 -1.87914 0.80660
10 C -1.72499 -1.70522 2.04031
11 C -2.49925 -1.10681 3.21587
12 C -1.06378 -3.01642 2.47390
13 C -2.51114 -1.00158 -0.29709
14 N -1.67066 0.13618 -0.19812
15 C -2.28971 1.32673 -0.29936
16 O -3.49720 1.56342 -0.33885
17 C -1.33287 2.49687 -0.40590
18 C -1.69406 3.83312 -0.40057
19 C -0.68112 4.77455 -0.55894
20 C 0.64024 4.37279 -0.73416
21 C 0.90914 3.01541 -0.72787
22 N -0.07039 2.14304 -0.56356
23 C 2.25960 2.36082 -0.95815
24 O 3.20079 3.04862 -1.34821
25 N 2.21867 1.03585 -0.73162
26 C 3.34720 0.28576 -1.16676
27 C 4.46443 0.13035 -0.33854
28 C 5.50686 -0.69118 -0.75498
29 C 5.45908 -1.34000 -1.97657
30 C 4.36037 -1.15868 -2.80207
31 C 3.29695 -0.35269 -2.41464
32 C 2.11202 -0.15350 -3.33706
33 C 2.42154 0.93375 -4.37013
34 C 1.66079 -1.44520 -4.01976
35 C 4.57408 0.87710 0.97476
36 C 4.89040 -0.05574 2.14539
37 C 5.61337 1.99621 0.86477
38 H -4.17933 0.75612 -4.10740
39 H -4.44531 0.97954 -2.36816
40 H -5.22135 -0.36020 -3.21838
41 H -3.14182 -1.48743 -3.55541
42 H -1.81150 1.13390 -2.91789
43 H -1.64216 0.04814 -4.28622
44 H -0.91849 -0.37809 -2.73724
45 H -4.62494 -2.63980 -2.38290
46 H -4.94802 -4.03065 -0.37350
47 H -3.57632 -3.59314 1.62948
48 H -0.92450 -1.01477 1.77981
49 H -3.29723 -1.78487 3.53096
50 H -2.94562 -0.14783 2.96138
51 H -1.83164 -0.95393 4.06798
52 H -1.80139 -3.75459 2.79299
53 H -0.40409 -2.82700 3.32337
54 H -0.45890 -3.45456 1.67773
55 H -2.73415 4.10517 -0.28468
56 H -0.92591 5.82918 -0.55996
57 H 1.44866 5.07482 -0.88180
58 H 6.37627 -0.81479 -0.11929
59 H 6.27908 -1.97421 -2.29069
60 H 4.33561 -1.65125 -3.76691
61 H 1.28250 0.20495 -2.72471
62 H 3.23873 0.61479 -5.02213
63 H 2.72319 1.85962 -3.87856
64 H 1.54652 1.13714 -4.99258
65 H 2.39953 -1.79926 -4.74162
66 H 0.72745 -1.27681 -4.56157
67 H 1.48917 -2.23672 -3.28687
68 H 3.60841 1.35040 1.15869
69 H 5.89114 -0.48154 2.05118
70 H 4.18434 -0.88889 2.19559
71 H 4.85683 0.49028 3.09193
72 H 6.60966 1.58108 0.69262
73 H 5.64483 2.58618 1.78428
74 H 5.36493 2.65737 0.03483
75 C 2.86398 -4.51794 -1.02018
76 N 1.45831 -4.23821 -1.20039
77 C 0.61707 -5.07274 -2.05058
78 C -0.74522 -4.36397 -1.98604
79 N -0.39395 -3.08524 -1.38097
80 C 0.82645 -3.11698 -0.82425
81 S 1.51560 -1.94852 0.17265
82 H 3.30845 -4.76988 -1.98518
83 H 3.01325 -5.35171 -0.33137
84 H 3.35721 -3.63233 -0.62626
85 H 0.57321 -6.09086 -1.66169
86 H 1.02520 -5.10973 -3.06449
87 H -1.45735 -4.90102 -1.35629
88 H -1.19114 -4.22187 -2.96888
89 H -1.10955 -2.47118 -1.01442
90 C 1.71401 1.06217 4.05674
91 C 1.46460 0.60552 2.77942
92 N 0.36382 0.93976 2.09790
93 C -0.54800 1.72317 2.67966
94 C -0.37224 2.27000 3.95232
95 C 0.79583 1.91907 4.63112
96 C -1.21986 3.28578 4.60513
97 C -2.43589 3.81246 4.42005
98 C -3.57576 3.49871 3.54319
99 C -4.59383 4.44050 3.41839
100 C -5.70453 4.07725 2.68170
101 N -5.82796 2.87892 2.12069
102 C -4.79327 2.05983 2.27721
103 N -3.67347 2.30902 2.95137
104 H 2.62169 0.77672 4.56910
105 H 2.16212 -0.05082 2.27457
106 H -1.43459 1.95146 2.10879
107 H 0.98391 2.33530 5.61371
108 H -0.68185 3.75231 5.42582
109 H -2.66422 4.63515 5.09077
110 H -4.52715 5.40730 3.89834
111 H -6.53311 4.76361 2.54374
112 H -4.86744 1.08746 1.80796

Atoms 1-6, force components in eV/Å:
0.135 -0.390 -0.349
0.042 -0.015 -0.008
-0.053 0.044 0.044
-0.019 -0.009 0.116
0.071 -0.018 -0.036
0.059 -0.018 0.012

The expectation value of S² is 3.759. The charge is 0. As for the energy relative to the best compared isomer or geometry (same formula, charge and spin): 0.000 eV. As for the multiplicity: 4. The calculation puts the HOMO energy (spin up / spin down) at -7.630 / -8.024 eV. The calculation puts the HOMO-LUMO gap (spin up / spin down) at 0.262 / 0.277 Ha.

Mulliken atomic charge list, values in e, 6 entries:
1 Co 1.978
2 C -1.589
3 C 0.229
4 C -1.393
5 C 1.150
6 C -0.817

=====

Molecular formula: C21H17N6OPt
Method: DFT, ωB97M-V with the def2-TZVPD basis set

Element x y z (Å)
1 Pt 0.06962 0.17567 0.27274
2 C 2.80568 0.79196 -1.70283
3 C 3.09579 0.39787 -0.29195
4 C 4.43526 0.26140 0.10867
5 C 4.75393 -0.13072 1.38231
6 C 3.71319 -0.40189 2.27687
7 C 2.42051 -0.24631 1.85466
8 N 2.10634 0.17032 0.57590
9 C 1.25934 -0.52736 2.71703
10 C 1.26638 -0.81400 4.09854
11 C 0.07368 -0.96538 4.76932
12 C -1.14206 -0.79481 4.08549
13 C -1.10446 -0.52692 2.73205
14 N 0.10112 -0.44780 2.08766
15 C -2.24799 -0.27183 1.87424
16 C -3.58186 -0.07620 2.34063
17 C -4.47222 0.44427 1.47561
18 C -4.12480 0.58210 0.02594
19 C -2.87763 -0.13045 -0.36208
20 C -2.69544 -0.61201 -1.72584
21 N -1.92197 -0.18910 0.54632
22 H 3.43173 0.20856 -2.37772
23 H 3.07662 1.84106 -1.84478
24 H 1.76633 0.63022 -1.96775
25 H 5.20923 0.46166 -0.62013
26 H 5.78516 -0.24350 1.68869
27 H 3.93069 -0.73903 3.28004
28 H 2.20271 -0.89692 4.63264
29 H 0.06827 -1.18470 5.82875
30 H -2.07850 -0.87196 4.61990
31 H -3.82137 -0.20382 3.38587
32 H -5.43879 0.81349 1.80129
33 H -4.97302 0.36774 -0.62536
34 H -3.17184 0.03983 -2.46263
35 H -3.27674 -1.55101 -1.76458
36 H -1.66235 -0.82816 -1.98002
37 N 0.03411 2.98915 -2.92968
38 C -0.76964 2.28738 -2.16303
39 O -0.39613 1.31678 -1.46449
40 C -2.22860 2.65394 -2.21625
41 C -2.75176 3.35474 -3.34563
42 N -3.09507 3.90340 -4.29443
43 C -2.99126 2.32460 -1.18289
44 N -3.59765 1.97795 -0.19338
45 H -0.31180 3.74680 -3.50604
46 H 1.01558 2.76253 -2.98911

Atoms 1-6, force components in eV/Å:
0.196 0.033 0.004
0.017 -0.029 0.032
0.043 0.018 -0.014
0.012 -0.019 0.011
-0.041 0.012 -0.012
0.015 0.016 -0.020

The charge is +3. As for the multiplicity: 1. The calculation puts the HOMO energy at -18.561 eV. The calculation puts the HOMO-LUMO gap at 0.216 Ha.

Mulliken atomic charge list, values in e, 6 entries:
1 Pt 0.958
2 C -1.279
3 C 1.273
4 C -0.673
5 C -0.652
6 C -0.561

=====

Molecular formula: C43H43AuN8SSe
Method: DFT, ωB97M-V with the def2-TZVPD basis set

Element x y z (Å)
1 Au 0.05611 -1.07008 -0.08013
2 C -0.89156 4.13573 0.71568
3 C -2.36555 4.22089 1.11164
4 C -2.52902 4.49668 2.61478
5 C -3.29797 3.12043 0.59966
6 C -4.60774 3.52624 0.39187
7 C -5.53051 2.72736 -0.26483
8 C -5.12424 1.51325 -0.81100
9 C -3.84041 1.04215 -0.63575
10 C -3.48462 -0.29886 -1.24867
11 C -2.21347 -0.25707 -2.10073
12 C -3.41186 -1.41090 -0.19451
13 C -2.94712 1.79410 0.18657
14 N -1.80776 1.15134 0.58071
15 C -1.34583 1.33668 1.79098
16 C -0.13429 0.84114 2.27312
17 C 0.40079 1.16877 3.55499
18 C 1.60760 0.54783 3.63596
19 C 1.79556 -0.19539 2.41606
20 N 0.75739 0.02255 1.59912
21 C 3.01625 -1.03957 2.15541
22 C 3.36163 -1.81221 3.44126
23 C 2.86062 -2.05863 1.02813
24 C 4.16966 -0.07852 1.80833
25 H -0.44728 5.12617 0.81559
26 H -0.78586 3.82495 -0.32622
27 H -0.31347 3.46023 1.34684
28 H -2.74331 5.11279 0.60647
29 H -2.01774 3.74870 3.22275
30 H -3.57934 4.50662 2.90392
31 H -2.09906 5.46755 2.86141
32 H -4.90254 4.51718 0.71594
33 H -6.54573 3.07435 -0.40272
34 H -5.83044 0.92609 -1.38368
35 H -4.31036 -0.54310 -1.91940
36 H -1.32804 -0.15920 -1.46932
37 H -2.23327 0.57749 -2.80237
38 H -2.12865 -1.17916 -2.67970
39 H -2.58756 -1.22008 0.49463
40 H -3.24919 -2.37560 -0.68192
41 H -4.33716 -1.47091 0.37918
42 H -1.93679 1.87941 2.52992
43 H -0.06044 1.82161 4.27949
44 H 2.30166 0.59044 4.45807
45 H 2.52759 -2.44303 3.75493
46 H 3.61982 -1.14643 4.26281
47 H 4.22258 -2.45425 3.25714
48 H 2.03987 -2.75365 1.22457
49 H 3.77579 -2.64625 0.95609
50 H 2.71093 -1.57475 0.06418
51 H 4.32666 0.65712 2.59762
52 H 3.96873 0.45378 0.87570
53 H 5.09097 -0.64983 1.68951
54 Se -4.63716 -7.20985 -0.66874
55 N -4.08276 -6.25813 0.70680
56 C -3.25095 -5.35707 0.24544
57 C -2.57132 -4.38080 1.07939
58 C -2.71650 -4.33705 2.46881
59 C -2.03078 -3.38373 3.18708
60 C -1.22168 -2.48210 2.50229
61 N -1.08535 -2.51771 1.18602
62 C -1.73407 -3.44897 0.46417
63 C -1.54058 -3.44339 -0.98522
64 N -0.75458 -2.48569 -1.51728
65 C -0.53036 -2.46740 -2.82482
66 C -1.05835 -3.42277 -3.68463
67 C -1.87749 -4.39967 -3.16540
68 C -2.14521 -4.40779 -1.79363
69 C -3.02975 -5.37897 -1.17239
70 N -3.68302 -6.29940 -1.83744
71 H -3.36843 -5.05590 2.94766
72 H -2.11091 -3.31783 4.26248
73 H -0.67263 -1.71391 3.03236
74 H 0.08029 -1.65743 -3.20168
75 H -0.82130 -3.38520 -4.73789
76 H -2.32517 -5.16367 -3.78745
77 S 3.70385 3.48566 -3.51057
78 C 2.74978 2.22529 -2.70904
79 C 1.69775 2.60627 -1.87872
80 C 0.95046 1.63592 -1.24353
81 N 1.18724 0.33026 -1.40950
82 C 2.17674 -0.04407 -2.22915
83 C 2.97424 0.86254 -2.89350
84 C 5.34455 3.02890 -2.94655
85 C 5.89411 3.76026 -1.90518
86 C 7.17222 3.42131 -1.47486
87 N 7.87551 2.43040 -2.00884
88 C 7.34505 1.74912 -3.01702
89 C 6.08243 2.01450 -3.53400
90 H 1.47989 3.65345 -1.72021
91 H 0.14639 1.89509 -0.56698
92 H 2.33049 -1.10841 -2.36036
93 H 3.75098 0.50825 -3.55423
94 H 5.34697 4.57157 -1.44575
95 H 7.64438 3.96922 -0.66804
96 H 7.95925 0.96411 -3.44242
97 H 5.71377 1.46267 -4.38758

Atoms 1-6, force components in eV/Å:
0.575 -0.438 0.272
-0.069 0.002 -0.048
0.046 -0.091 0.196
0.007 -0.004 -0.085
-0.067 -0.013 0.042
-0.007 -0.032 -0.089

The expectation value of S² is 2.074. The charge is +2. As for the energy relative to the best compared isomer or geometry (same formula, charge and spin): 0.000 eV. As for the multiplicity: 3. The calculation puts the HOMO energy (spin up / spin down) at -13.162 / -13.466 eV. The calculation puts the HOMO-LUMO gap (spin up / spin down) at 0.269 / 0.210 Ha.

Mulliken atomic charge list, values in e, 6 entries:
1 Au 2.081
2 C -1.290
3 C 0.151
4 C -1.295
5 C -0.368
6 C -0.802

=====

Molecular formula: C10H19NNbO4
Method: DFT, ωB97M-V with the def2-TZVPD basis set

Element x y z (Å)
1 C 1.78541 -1.59977 0.92442
2 C 1.01355 -0.65786 1.08088
3 Nb -0.71205 0.84290 1.32062
4 C -2.47939 2.24307 1.58309
5 C -3.63170 1.73308 2.51110
6 O -3.93257 2.42329 3.48260
7 N -4.41999 0.53303 2.30738
8 C -4.05211 -0.56814 3.22275
9 C -4.48076 0.11070 0.89690
10 H 2.36982 -2.54234 0.98420
11 H 0.08603 1.97837 0.10312
12 H 0.25207 1.70437 2.60231
13 H -1.43798 -0.29752 2.54328
14 H -1.53493 0.05364 -0.10194
15 H -2.06205 3.17509 2.07385
16 H -2.88960 2.60348 0.58878
17 H -3.55108 -1.43480 2.71656
18 H -5.01836 -0.92731 3.70136
19 H -3.40957 -0.23177 4.08189
20 H -4.91790 0.91620 0.23684
21 H -5.23734 -0.73514 0.85218
22 H -3.52358 -0.31724 0.48829
23 C 4.84657 -1.78983 -3.86717
24 C 4.19393 -0.51110 -3.38861
25 C 4.33523 -0.27979 -1.90827
26 O 3.19040 0.50848 -1.61281
27 C 2.23270 0.15743 -2.51711
28 O 1.08569 0.43568 -2.42243
29 O 2.77728 -0.56712 -3.54566
30 H 5.88349 -1.85537 -3.53074
31 H 4.29920 -2.66572 -3.51241
32 H 4.83678 -1.83467 -4.95861
33 H 4.56835 0.34313 -3.96350
34 H 5.25190 0.25396 -1.65481
35 H 4.28258 -1.20047 -1.31835

Atoms 1-6, force components in eV/Å:
0.118 -0.754 0.551
-0.247 -0.355 -0.181
-0.149 -0.060 -0.045
-0.976 -0.103 -0.060
-0.230 1.561 0.640
0.562 -0.970 -0.497

The charge is -1. As for the multiplicity: 1. The calculation puts the HOMO energy at -4.843 eV. The calculation puts the HOMO-LUMO gap at 0.266 Ha.

Mulliken atomic charge list, values in e, 6 entries:
1 C -0.209
2 C -0.334
3 Nb -0.528
4 C -1.037
5 C 0.660
6 O -0.621

=====

no.,energy (eV),largest force on an atom (eV/A)
1,-113060.682,0.54
2,-36258.643,0.40
3,-137068.726,1.14
4,-21900.715,2.18